# 1
Below is a 2-piece molecular cluster, C31H38NO5P overall in a non-equilibrium geometry, with properties calculated with ωB97M-V/def2-TZVPD.

The calculation puts the HOMO energy at -0.2213 hartree. Its energy relative to the best compared isomer or geometry (same formula, charge and spin) is 0.0 kcal/mol. Its electronic energy is -1976.34374 Ha. As for the total charge: 0.

Structure (XYZ):
```
76
Properties=species:S:1:pos:R:3:mulliken_charge:R:1
C -4.37879 2.29780 -0.11050 -1.5299
C -3.35463 1.23773 0.24487 0.4161
O -2.74558 1.57710 1.50613 -0.4581
P -1.62891 0.64875 2.20886 1.1041
C -2.56603 -0.70882 2.78582 -1.0740
C -2.27100 -2.08125 2.66625 0.4054
O -2.63928 -3.00358 3.39474 -0.6931
O -1.47205 -2.30648 1.54929 0.1428
C -0.39682 -3.24558 1.72711 0.5783
C 0.84327 -2.59590 2.29079 -1.4191
O -0.40955 0.38720 1.40622 -0.7207
O -1.37869 1.57231 3.51155 -0.3864
C -0.06177 1.96961 3.97507 -0.1021
C -0.12502 3.34333 4.60716 -1.2356
H -5.02700 1.90919 -0.89966 0.4039
H -4.99297 2.57370 0.75183 0.3730
H -3.86891 3.19198 -0.48335 0.3339
H -3.83393 0.25216 0.33696 0.2148
H -2.58071 1.17925 -0.53698 -0.0355
H -3.37741 -0.48031 3.45877 0.4607
H -0.75136 -4.05261 2.38085 0.1125
H -0.21443 -3.65957 0.72948 -0.2326
H 1.70485 -2.87080 1.67743 0.3793
H 0.74699 -1.50697 2.31828 0.1735
H 1.01223 -2.99988 3.29257 0.3756
H 0.27946 1.22782 4.71004 0.2880
H 0.61886 1.96877 3.11184 0.2495
H 0.88238 3.66268 4.88270 0.3749
H -0.54464 4.07042 3.90661 0.3072
H -0.73875 3.32938 5.51123 0.2867
C -4.53081 -6.05416 2.20168 -0.6134
C -5.37192 -6.43152 1.14863 -0.5020
C -4.87169 -6.52192 -0.15307 -0.6529
C -3.52670 -6.24054 -0.40445 0.4877
C -3.03255 -6.19616 -1.82762 -0.6580
N -2.05348 -5.11960 -2.05788 0.3980
C -0.90592 -5.43324 -2.92377 -1.0827
C -0.70951 -4.51740 -4.10910 0.5109
C 0.53389 -3.91433 -4.32628 -0.1884
C 0.74153 -3.10299 -5.44293 -0.5644
C -0.28542 -2.91578 -6.37287 -0.4963
C -1.53171 -3.51132 -6.15179 -0.7288
C -1.74637 -4.30685 -5.02080 -0.2708
C -2.15344 -3.93882 -1.44585 -0.6408
C -1.15918 -2.95567 -1.50529 -0.0195
C -1.42003 -1.62351 -1.26641 0.3558
C -0.70234 -0.63468 -2.03529 0.4024
C -1.38903 0.30335 -2.84524 -0.3248
C -0.70491 1.01160 -3.82858 -0.8151
C 0.68854 0.89266 -3.93440 -0.3829
C 1.39426 0.04995 -3.06153 -0.8129
C 0.70742 -0.70930 -2.12190 -0.4400
C -2.65798 -5.99947 0.66541 0.1520
C -3.17358 -5.83138 1.95234 -0.4590
H -4.91979 -5.94538 3.21457 0.4093
H -6.42644 -6.63556 1.33175 0.3726
H -5.51594 -6.78672 -0.99596 0.3512
H -2.55561 -7.14162 -2.11587 0.4702
H -3.89307 -6.05704 -2.50177 0.2451
H 0.01029 -5.42870 -2.31134 0.3916
H -1.06194 -6.46054 -3.28528 0.5085
H 1.34220 -4.08162 -3.60797 0.3173
H 1.71149 -2.62569 -5.59234 0.4053
H -0.11724 -2.31684 -7.26992 0.4017
H -2.34476 -3.36996 -6.86435 0.3946
H -2.71669 -4.77738 -4.83787 0.3626
H -3.07232 -3.73678 -0.88173 0.4426
H -0.15222 -3.24260 -1.83623 0.2899
H -2.24087 -1.31189 -0.62905 0.0526
H -2.47250 0.40008 -2.72768 0.4446
H -1.26230 1.64889 -4.51987 0.4129
H 1.22892 1.46974 -4.68810 0.3974
H 2.48183 -0.03377 -3.12376 0.4149
H 1.23475 -1.37751 -1.43470 0.5590
H -1.58210 -5.90170 0.50194 0.3617
H -2.52091 -5.49981 2.75587 0.2471
```

# 2
Below is a 2-piece molecular cluster, C9H11NO overall in a non-equilibrium geometry, with properties calculated with ωB97M-V/def2-TZVPD.

The calculation puts the HOMO energy at -0.2861 hartree. Its energy relative to the best compared isomer or geometry (same formula, charge and spin) is 10.6 kcal/mol. Its electronic energy is -479.52769 Ha. As for the total charge: 0. As for the SMILES: Cc1c[nH]c2ccccc12.O.

Structure (XYZ):
```
22
Properties=species:S:1:pos:R:3:mulliken_charge:R:1
C 0.80184 0.75801 2.77403 -1.2437
C 1.27197 0.64799 1.36044 0.4342
C 2.58290 0.70124 0.87325 -0.6794
N 2.50647 0.55891 -0.53137 -0.0396
C 1.23338 0.30597 -0.96424 -0.5095
C 0.64114 0.01370 -2.19713 -0.4385
C -0.72507 -0.12773 -2.35584 -0.6727
C -1.56380 0.07090 -1.22153 -0.4907
C -1.00735 0.38567 0.02485 -0.5133
C 0.40195 0.47040 0.15663 1.2163
H -0.02022 0.13646 3.16710 0.3349
H 0.54867 1.81934 2.93559 0.2684
H 1.72003 0.52537 3.33921 0.3385
H 3.46513 1.07529 1.39272 0.3562
H 3.36061 0.73861 -1.06494 0.2196
H 1.34431 0.05725 -3.03931 0.2941
H -1.20808 -0.31247 -3.32443 0.3746
H -2.62305 -0.21072 -1.28695 0.4293
H -1.67138 0.51518 0.88965 0.3302
O -3.95009 -2.48743 -0.51416 -0.6548
H -3.94851 -2.68236 0.45033 0.3179
H -3.16083 -2.95964 -0.86394 0.3281
```

# 3
Below is a 5-piece molecular cluster, C26H64N3O11S overall in a non-equilibrium geometry, with properties calculated with ωB97M-V/def2-TZVPD.

The calculation puts the HOMO energy at -0.3830 hartree. Its energy relative to the best compared isomer or geometry (same formula, charge and spin) is 0.0 kcal/mol. Its electronic energy is -2418.72211 Ha. As for the total charge: +1.

Structure (XYZ):
```
105
Properties=species:S:1:pos:R:3:mulliken_charge:R:1
C 2.73294 -5.13706 -1.21087 -1.2550
C 2.38896 -4.01421 -0.22140 -0.3722
C 1.93476 -2.71250 -0.89066 0.4707
C 0.82684 -2.92494 -1.91333 -0.4466
C 0.32524 -1.64788 -2.62844 -1.2057
N 0.84974 -0.37599 -2.10568 0.2339
C 0.29480 0.31563 -1.16716 -0.0580
N -0.88970 -0.15435 -0.65709 -0.3259
N 0.87300 1.51354 -0.74072 -0.2640
C 1.89212 1.40491 0.36257 -0.7233
C 3.23390 0.76438 -0.03680 0.4584
C 4.48123 1.66821 0.19635 -0.9523
C 5.38220 1.77487 -1.04541 -0.8161
S 6.59682 0.46602 -1.22443 1.1885
O 6.49038 0.01495 -2.57422 -0.5951
O 7.83399 0.84654 -0.62085 -0.6352
O 5.98279 -0.70666 -0.31989 -0.4393
H 2.94445 -4.75341 -2.20867 0.0890
H 3.62792 -5.66680 -0.87889 0.3519
H 1.94491 -5.88888 -1.26404 0.3443
H 3.27364 -3.78218 0.37586 0.3295
H 1.61944 -4.33766 0.48354 0.1514
H 2.78628 -2.19694 -1.34840 -0.1577
H 1.55793 -2.04506 -0.09888 0.0790
H 1.16750 -3.60776 -2.69023 0.3691
H -0.03124 -3.39831 -1.42475 0.4929
H -0.76187 -1.57565 -2.60813 0.3020
H 0.62500 -1.67308 -3.67344 0.4598
H 1.69427 -0.00017 -2.51323 0.3720
H -0.73690 -0.99383 -0.10128 0.2348
H -1.31681 0.53149 -0.03930 0.2026
H 0.12885 2.11086 -0.39147 0.3707
H 1.45013 0.87396 1.21217 0.3013
H 2.05497 2.43289 0.68615 0.5738
H 3.36280 -0.14751 0.54373 0.3364
H 3.20790 0.47316 -1.08440 -0.5133
H 4.21407 2.66816 0.54181 0.4867
H 5.06052 1.21170 0.99907 0.3426
H 4.80516 1.68961 -1.96506 0.3916
H 5.97390 2.69098 -1.05792 0.4714
H 6.57754 -0.82319 0.44180 0.3303
C -6.40626 3.69904 0.78993 -0.7852
O -5.19142 4.42596 0.87220 -0.3657
C -4.33796 4.00888 1.91798 -0.6510
C -3.19650 3.16543 1.39532 -0.4365
O -3.64570 1.92898 0.85394 -0.3881
C -3.74285 1.92935 -0.55658 -0.7270
H -6.88944 3.98200 -0.14286 0.2482
H -6.23632 2.61930 0.79412 0.3708
H -7.06911 3.95847 1.62126 0.3293
H -4.89525 3.45267 2.67834 0.3812
H -3.92201 4.90416 2.39033 0.3894
H -2.51447 2.93747 2.22044 0.3884
H -2.64585 3.73355 0.63589 0.3365
H -2.73923 1.91531 -1.00515 0.3299
H -4.27673 2.79978 -0.94155 0.3448
H -4.27341 1.02600 -0.85133 0.2450
C 5.13572 -2.89936 -3.57350 -0.7119
O 3.75631 -2.73617 -3.88254 0.1025
C 3.54082 -1.75280 -4.88376 -0.2400
C 3.29276 -2.36474 -6.24614 -0.8095
O 4.43676 -3.03232 -6.73043 -0.3921
C 4.38544 -4.44228 -6.59755 -0.5947
H 5.22889 -3.78920 -2.95566 0.2829
H 5.73526 -3.02737 -4.47591 0.3883
H 5.48661 -2.03293 -3.02345 0.0150
H 4.39446 -1.06917 -4.93504 0.3689
H 2.65535 -1.17057 -4.59898 0.0628
H 3.04923 -1.56469 -6.95217 0.4249
H 2.43659 -3.04705 -6.19841 0.3448
H 3.66986 -4.87579 -7.30334 0.3387
H 4.11330 -4.74217 -5.58217 0.1761
H 5.37837 -4.82205 -6.82780 0.2546
C -7.05382 6.94374 2.44001 -0.7692
O -7.38311 8.27846 2.76452 -0.4040
C -7.96742 8.99581 1.68951 -0.4793
C -9.47145 9.08580 1.81772 -0.4817
O -10.08834 7.81473 1.70240 -0.3817
C -10.47656 7.25519 2.94239 -0.7224
H -6.78943 6.44217 3.37111 0.3063
H -7.89840 6.42085 1.98237 0.3413
H -6.19618 6.89859 1.75981 0.3280
H -7.70672 8.52883 0.73368 0.2891
H -7.54817 10.00599 1.69913 0.3972
H -9.85736 9.71654 1.01149 0.3715
H -9.73557 9.55487 2.77095 0.3168
H -11.33793 7.78641 3.36069 0.3318
H -9.65936 7.27629 3.66812 0.3090
H -10.76195 6.22145 2.75432 0.2414
C 1.19208 -4.53543 3.77659 -0.8920
O 2.40802 -5.02206 3.24446 -0.1882
C 3.47756 -5.01385 4.17997 -0.5216
C 3.72773 -6.38366 4.76972 -0.5607
O 2.63864 -6.81783 5.56100 -0.3771
C 1.80379 -7.76599 4.92221 -0.6465
H 0.40697 -4.76615 3.05694 0.2381
H 0.94871 -5.00997 4.72950 0.4326
H 1.23256 -3.44878 3.92318 0.3055
H 3.27380 -4.29861 4.98345 0.3606
H 4.37713 -4.68458 3.65070 0.3475
H 4.60980 -6.33090 5.41483 0.3729
H 3.93559 -7.10226 3.97015 0.3295
H 2.30411 -8.73612 4.83961 0.3288
H 1.50506 -7.43326 3.92445 0.2385
H 0.91664 -7.88171 5.54163 0.2419
```

# 4
Below is an isolated ion of composition C4H13N2O and charge +1 in a non-equilibrium geometry, with properties calculated with ωB97M-V/def2-TZVPD.

The calculation puts the HOMO energy at -0.5141 hartree. Its energy relative to the best compared isomer or geometry (same formula, charge and spin) is 40.4 kcal/mol. Its electronic energy is -344.70248 Ha. As for the total charge: +1. As for the SMILES: [NH3+]CCNCCO.

Structure (XYZ):
```
20
Properties=species:S:1:pos:R:3:mulliken_charge:R:1
N -0.46985 -0.86053 -1.69715 -0.2087
C -1.57700 -0.10239 -1.03182 -0.5875
C -1.08262 1.25237 -0.60031 -0.5505
N 0.34026 1.11137 -0.12907 -0.4713
C 0.40948 0.73386 1.31931 -0.3810
C 1.48258 -0.35380 1.50213 -0.6979
O 1.02716 -1.56797 0.87234 -0.5204
H -0.59832 -1.86295 -1.76238 0.3287
H 0.36601 -0.49033 -1.14405 0.3360
H -0.34557 -0.59458 -2.67757 0.3573
H -2.40904 -0.05518 -1.73918 0.4085
H -1.91351 -0.69378 -0.18350 0.2977
H -1.09431 1.89221 -1.48543 0.4181
H -1.73221 1.63943 0.18743 0.3361
H 0.74690 2.03701 -0.18770 0.2608
H 0.68811 1.57837 1.94963 0.4046
H -0.53453 0.31097 1.66170 0.2799
H 1.76213 -0.52014 2.54252 0.3789
H 2.35122 -0.12410 0.88075 0.2969
H 0.30068 -1.90054 1.37753 0.3138
```

# 5
Below is one molecule with the formula C14H23NO3S, with properties calculated with ωB97M-V/def2-TZVPD.

The calculation puts the HOMO energy at -0.3026 hartree. Its energy relative to the best compared isomer or geometry (same formula, charge and spin) is 7.3 kcal/mol. Its electronic energy is -1225.95044 Ha. As for the total charge: 0. As for the SMILES: Cc1c(C(=O)O)cc(C(C)(C)C)n1CCSCCO.

Structure (XYZ):
```
42
Properties=species:S:1:pos:R:3:mulliken_charge:R:1
C -1.58330 -2.86045 -0.62365 -1.6617
C -1.87317 -1.44764 -0.26258 0.6306
C -3.07989 -0.85161 0.06117 0.0946
C -4.41294 -1.40772 0.19928 0.2379
O -5.39621 -0.76459 0.48692 -0.6086
O -4.50505 -2.74242 -0.01771 -0.4745
C -2.81425 0.52943 0.25529 0.1141
C -1.48134 0.74573 0.05213 -0.4321
C -0.77605 2.08264 0.06163 2.1704
C -1.76328 3.15245 0.54908 -2.2110
C 0.43188 2.11414 1.01016 -1.6748
C -0.34926 2.46522 -1.36469 -1.5454
N -0.91477 -0.47784 -0.26571 0.1762
C 0.47435 -0.79521 -0.47032 -0.9872
C 1.13404 -1.30481 0.81509 -0.4919
S 2.72032 -2.13681 0.48392 -0.1620
C 3.75114 -0.70000 0.02927 -0.2759
C 5.22606 -1.07934 0.14048 -0.6534
O 6.06994 -0.01310 -0.20752 -0.5206
H -2.49733 -3.43836 -0.54820 0.3209
H -0.83559 -3.30602 0.03087 0.3179
H -1.21754 -2.92766 -1.64958 0.3325
H -5.42969 -3.00907 0.10089 0.3417
H -3.56946 1.24033 0.51468 0.6453
H -1.27334 4.12358 0.56605 0.4387
H -2.62114 3.21856 -0.11329 0.4299
H -2.11087 2.92464 1.55297 0.4501
H 0.16852 1.67244 1.96885 0.3468
H 0.73065 3.14580 1.18453 0.4834
H 1.29330 1.59404 0.60256 0.2881
H -1.21764 2.47723 -2.01907 0.3677
H 0.09551 3.45812 -1.36278 0.4296
H 0.37607 1.77229 -1.78309 0.2945
H 1.00458 0.08143 -0.83897 0.2046
H 0.54679 -1.57838 -1.23066 0.4042
H 0.51264 -2.06353 1.28793 0.4151
H 1.30842 -0.50431 1.53217 0.2013
H 3.52080 0.11738 0.71295 0.2653
H 3.50966 -0.40567 -0.99505 0.3032
H 5.42337 -1.96444 -0.47973 0.3678
H 5.46560 -1.32580 1.17699 0.3210
H 5.95848 0.18935 -1.14328 0.3056
```